No. 1
A 2-piece molecular cluster, C7H14N2O4P2 overall in a non-equilibrium geometry. Source: the Open Molecules 2025 dataset; level of theory: the ωB97M-V functional and the def2-TZVPD basis.

Output
relative energy (zero: lowest compared OMol25 entry of this formula, charge and spin): 2.505 eV
electronic energy: -1368.39717 hartree
Kohn-Sham gap (alpha / beta): 6.04 / 5.82 eV

```
! RIJCOSX wB97M-V def2-TZVPD def2/J DEFGRID3
* xyz -2 1
C 1.912 1.553 -0.200
C 1.327 1.165 1.188
C 2.291 -0.685 0.269
C 0.569 -0.157 -1.348
C 1.964 0.226 -0.955
C 0.959 -0.360 1.024
C -0.112 -0.477 -0.055
N -3.193 0.555 -1.246
N -2.200 -1.798 1.221
O -2.882 1.466 1.487
O -1.714 -2.156 -1.281
O -1.957 2.750 -0.678
O -0.116 -3.174 0.515
P -2.245 1.459 0.068
P -0.997 -2.068 0.016
H 1.392 2.461 -0.560
H 2.950 2.000 0.221
H 2.064 1.160 1.974
H 0.552 1.851 1.455
H 2.422 -1.709 -0.033
H 3.190 -0.375 0.795
H -0.005 0.584 -1.886
H 0.521 -1.086 -2.150
H 2.649 0.184 -1.905
H 0.581 -0.951 1.837
H -3.011 -0.383 -0.920
H -2.539 0.505 -2.048
H -1.642 -1.627 2.030
H -2.727 -0.912 1.164
*
```

---

No. 2
One molecule with the formula C4H7NO2Se in a non-equilibrium geometry. Source: the Open Molecules 2025 dataset; level of theory: the ωB97M-V functional and the def2-TZVPD basis.

Output
relative energy (zero: lowest compared OMol25 entry of this formula, charge and spin): 1.823 eV
electronic energy: -2763.17470 hartree
Kohn-Sham gap: 7.50 eV

```
! RIJCOSX wB97M-V def2-TZVPD def2/J DEFGRID3
* xyz 0 1
C 1.780 2.339 1.132
C -1.031 -1.660 -0.436
C -1.859 -0.366 -0.621
C 0.737 -0.063 -0.104
N 0.356 -1.340 -0.188
O 1.360 2.456 -0.025
O 2.711 2.900 1.680
Se -0.514 1.183 -0.454
H -1.228 -2.498 0.402
H -1.101 -2.035 -1.424
H -2.353 -0.310 -1.598
H -2.733 -0.403 -0.071
H 1.177 1.694 1.872
H 0.969 -2.156 -0.182
H 1.729 0.260 0.016
*
```

---

No. 3
A 2-piece molecular cluster, C41H50N4O2P overall in a non-equilibrium geometry. Source: the Open Molecules 2025 dataset; level of theory: the ωB97M-V functional and the def2-TZVPD basis.

Output
electronic energy: -2302.89332 hartree
Kohn-Sham gap: 4.39 eV

```
! RIJCOSX wB97M-V def2-TZVPD def2/J DEFGRID3
* xyz 1 1
C -7.219 -3.465 -3.170
C -5.831 -3.204 -2.667
C -4.733 -3.358 -3.520
C -3.426 -3.167 -3.070
C -2.277 -3.410 -3.999
C -3.216 -2.773 -1.734
N -1.879 -2.639 -1.217
P -0.738 -1.428 -1.746
H -0.661 -0.681 -0.445
N 0.536 -2.541 -1.367
C 1.898 -2.415 -1.802
C 2.874 -2.007 -0.878
C 2.467 -1.686 0.521
C 4.204 -1.883 -1.286
C 4.593 -2.221 -2.584
C 6.043 -2.144 -2.966
C 3.609 -2.633 -3.492
C 2.268 -2.740 -3.119
C 1.267 -3.218 -4.122
C 0.095 -3.608 -0.604
C -1.257 -3.659 -0.513
C -4.303 -2.611 -0.861
C -4.056 -2.217 0.559
C -5.599 -2.818 -1.344
H -7.956 -3.243 -2.394
H -7.453 -2.851 -4.048
H -7.350 -4.513 -3.468
H -4.896 -3.641 -4.562
H -1.595 -4.196 -3.643
H -2.686 -3.740 -4.965
H -1.698 -2.502 -4.200
H 3.230 -1.069 1.007
H 1.530 -1.119 0.536
H 2.321 -2.581 1.145
H 4.947 -1.507 -0.575
H 6.183 -2.465 -4.003
H 6.427 -1.120 -2.865
H 6.656 -2.783 -2.316
H 3.892 -2.874 -4.523
H 1.796 -3.408 -5.064
H 0.780 -4.159 -3.833
H 0.489 -2.477 -4.341
H 0.807 -4.337 -0.239
H -1.858 -4.444 -0.071
H -5.007 -1.981 1.044
H -3.577 -3.021 1.135
H -3.420 -1.322 0.629
H -6.448 -2.664 -0.675
C -1.782 7.714 -2.520
C -1.618 6.224 -2.246
N -1.818 5.985 -0.811
C -1.509 4.662 -0.369
C -2.249 3.540 -0.787
C -1.948 2.280 -0.299
C -0.907 2.067 0.655
C -0.657 0.756 1.177
C 0.439 0.476 2.063
C 1.715 1.082 1.903
C 2.770 0.821 2.769
C 2.565 0.006 3.903
N 3.555 -0.241 4.864
C 4.953 -0.320 4.453
C 5.769 -0.994 5.558
O 5.569 -0.344 6.814
C 4.214 -0.433 7.254
C 3.243 0.165 6.235
C 1.305 -0.626 4.064
C 0.298 -0.459 3.136
C -0.221 3.236 1.109
C -0.468 4.485 0.567
C -3.127 6.468 -0.341
C -3.235 7.954 -0.656
O -3.040 8.208 -2.051
H -0.944 8.251 -2.035
H -1.792 7.925 -3.600
H -2.366 5.673 -2.844
H -0.610 5.900 -2.534
H -3.072 3.690 -1.491
H -2.540 1.425 -0.637
H -1.504 0.060 1.194
H 1.877 1.779 1.077
H 3.747 1.297 2.602
H 5.025 -0.930 3.541
H 5.378 0.681 4.246
H 5.474 -2.061 5.612
H 6.848 -0.900 5.368
H 3.923 -1.485 7.454
H 4.188 0.163 8.179
H 3.283 1.271 6.328
H 2.221 -0.168 6.455
H 1.175 -1.287 4.921
H -0.637 -0.996 3.261
H 0.503 3.160 1.915
H 0.118 5.354 0.866
H -3.941 5.921 -0.858
H -3.185 6.296 0.742
H -4.255 8.313 -0.453
H -2.495 8.504 -0.040
*
```

---

No. 4
One molecule with the formula H3N3O2 in a non-equilibrium geometry. Source: the Open Molecules 2025 dataset; level of theory: the ωB97M-V functional and the def2-TZVPD basis.

Output
relative energy (zero: lowest compared OMol25 entry of this formula, charge and spin): 1.207 eV
electronic energy: -316.36249 hartree
SMILES: N/[N+]([O-])=N/O
Kohn-Sham gap: 10.54 eV

```
! RIJCOSX wB97M-V def2-TZVPD def2/J DEFGRID3
* xyz 0 1
N 1.350 0.291 -0.012
N 0.056 -0.095 -0.005
O -0.066 -1.317 -0.011
N -0.825 0.842 -0.125
O -2.212 0.214 -0.143
H 1.732 1.174 -0.101
H 1.966 -0.412 0.066
H -2.001 -0.696 0.331
*
```

---

No. 5
A 2-piece molecular cluster, C3H7F2OP overall in a non-equilibrium geometry. Source: the Open Molecules 2025 dataset; level of theory: the ωB97M-V functional and the def2-TZVPD basis.

Output
relative energy (zero: lowest compared OMol25 entry of this formula, charge and spin): 3.134 eV
electronic energy: -734.63704 hartree
Kohn-Sham gap (alpha / beta): 8.48 / 8.88 eV

```
! RIJCOSX wB97M-V def2-TZVPD def2/J DEFGRID3
* xyz 0 1
C -0.165 1.409 0.217
C 0.420 1.268 -1.164
C -0.556 -1.092 0.955
O -0.602 0.848 -2.057
F -1.092 -1.242 2.194
F -1.457 -1.490 0.086
P 1.051 -1.842 0.524
H -1.165 1.711 0.385
H 0.421 1.483 1.028
H 1.215 0.318 -1.203
H 0.974 2.213 -1.271
H -1.096 1.655 -2.001
H 1.504 -1.992 1.802
H 0.548 -3.249 0.505
*
```

---

No. 6
A 2-piece molecular cluster, H3NO2Si overall in a non-equilibrium geometry. Source: the Open Molecules 2025 dataset; level of theory: the ωB97M-V functional and the def2-TZVPD basis.

Output
relative energy (zero: lowest compared OMol25 entry of this formula, charge and spin): 2.787 eV
electronic energy: -496.31778 hartree
Kohn-Sham gap: 9.61 eV

```
! RIJCOSX wB97M-V def2-TZVPD def2/J DEFGRID3
* xyz 0 1
N 1.058 -0.100 0.063
O 1.610 -1.110 0.404
O 1.644 0.999 -0.015
Si -0.773 0.263 -0.031
H -1.224 0.001 1.264
H -0.524 1.484 -0.789
H -1.790 -1.537 -0.897
*
```

---

No. 7
A 2-piece molecular cluster, C5H13NSi overall in a non-equilibrium geometry. Source: the Open Molecules 2025 dataset; level of theory: the ωB97M-V functional and the def2-TZVPD basis.

Output
relative energy (zero: lowest compared OMol25 entry of this formula, charge and spin): 3.436 eV
electronic energy: -542.44292 hartree
Kohn-Sham gap: 8.92 eV

```
! RIJCOSX wB97M-V def2-TZVPD def2/J DEFGRID3
* xyz 0 1
C 2.918 -0.359 -0.720
C 2.586 0.128 0.496
C -0.963 -1.027 -1.035
C -2.662 1.316 -0.301
C 1.481 -0.564 1.201
N -0.009 0.891 0.848
Si -1.457 -0.001 0.389
H 3.749 -0.048 -1.322
H 2.125 -0.900 -1.242
H 2.995 0.797 1.214
H -0.292 -0.478 -1.582
H -0.314 -1.835 -0.683
H -1.732 -1.413 -1.659
H -2.306 1.683 -1.229
H -3.695 0.817 -0.541
H -2.681 2.097 0.418
H 1.538 -0.648 2.307
H 1.015 -1.388 0.633
H -0.068 1.781 1.379
H -2.229 -0.850 1.427
*
```

---

No. 8
One molecule with the formula C18H29NO4. Source: the Open Molecules 2025 dataset; level of theory: the ωB97M-V functional and the def2-TZVPD basis.

Output
relative energy (zero: lowest compared OMol25 entry of this formula, charge and spin): 0.305 eV
electronic energy: -1059.03598 hartree
SMILES: CCCCCCN/C(C)=C1/C(=O)CC(C)(C)[C@@H](C(=O)OC)C1=O
Kohn-Sham gap: 9.27 eV

```
! RIJCOSX wB97M-V def2-TZVPD def2/J DEFGRID3
* xyz 0 1
C 7.132 0.431 0.219
C 5.854 -0.387 0.082
C 5.254 -0.718 1.447
C 4.039 -1.642 1.371
C 2.823 -0.983 0.722
C 1.607 -1.903 0.750
N 0.490 -1.250 0.121
C -0.743 -1.715 0.017
C -0.985 -3.081 0.565
C -1.746 -0.926 -0.587
C -3.079 -1.449 -0.858
O -3.542 -2.489 -0.418
C -3.909 -0.606 -1.805
C -3.982 0.838 -1.310
C -4.535 0.862 0.118
C -4.888 1.668 -2.221
C -2.545 1.390 -1.374
C -2.424 2.645 -0.522
O -2.725 3.750 -0.888
O -1.983 2.368 0.707
C -1.853 3.474 1.588
C -1.432 0.424 -0.984
O -0.285 0.886 -1.008
H 7.545 0.662 -0.760
H 7.881 -0.120 0.785
H 6.933 1.367 0.736
H 6.073 -1.316 -0.450
H 5.134 0.178 -0.513
H 6.020 -1.203 2.055
H 4.971 0.209 1.951
H 3.771 -1.952 2.385
H 4.305 -2.542 0.811
H 2.584 -0.059 1.252
H 3.046 -0.730 -0.315
H 1.842 -2.838 0.225
H 1.358 -2.162 1.787
H 0.622 -0.303 -0.266
H -0.852 -3.063 1.647
H -1.990 -3.420 0.342
H -0.258 -3.779 0.152
H -3.453 -0.638 -2.798
H -4.906 -1.045 -1.869
H -3.827 0.423 0.818
H -4.747 1.883 0.430
H -5.460 0.292 0.165
H -4.826 2.721 -1.954
H -5.921 1.344 -2.121
H -4.593 1.561 -3.262
H -2.340 1.705 -2.405
H -1.127 4.188 1.194
H -1.514 3.069 2.538
H -2.814 3.979 1.706
*
```

---

No. 9
One molecule with the formula C17H27N3O4S in a non-equilibrium geometry. Source: the Open Molecules 2025 dataset; level of theory: the ωB97M-V functional and the def2-TZVPD basis.

Output
relative energy (zero: lowest compared OMol25 entry of this formula, charge and spin): 5.215 eV
electronic energy: -1527.26339 hartree
SMILES: CCCCCCCCCCS(=O)(=O)N/N=C/c1ccc([N+](=O)[O-])cc1
Kohn-Sham gap: 8.26 eV

```
! RIJCOSX wB97M-V def2-TZVPD def2/J DEFGRID3
* xyz 0 1
C 2.260 0.496 -2.495
C 3.244 1.258 -1.615
C 4.389 0.359 -1.150
C 5.221 1.018 -0.051
C 6.320 0.122 0.522
C 5.865 -1.197 1.155
C 4.892 -1.063 2.334
C 3.426 -1.062 1.901
C 2.453 -1.131 3.075
C 1.031 -0.923 2.591
S 0.653 -2.161 1.312
O 1.061 -3.458 1.749
O 1.049 -1.699 0.016
N -1.058 -2.221 1.381
N -1.944 -1.444 0.772
C -1.613 -0.374 0.160
C -2.634 0.448 -0.456
C -2.259 1.578 -1.190
C -3.213 2.381 -1.778
C -4.558 2.058 -1.632
N -5.557 2.897 -2.235
O -6.720 2.585 -2.089
O -5.178 3.871 -2.853
C -4.951 0.934 -0.909
C -3.993 0.137 -0.326
H 1.468 1.154 -2.848
H 1.812 -0.322 -1.934
H 2.768 0.081 -3.362
H 2.713 1.645 -0.741
H 3.646 2.116 -2.159
H 3.961 -0.575 -0.788
H 5.034 0.120 -1.998
H 5.695 1.915 -0.459
H 4.566 1.348 0.758
H 7.024 -0.121 -0.279
H 6.869 0.696 1.274
H 6.767 -1.703 1.509
H 5.418 -1.838 0.395
H 5.115 -0.151 2.893
H 5.043 -1.907 3.010
H 3.242 -1.924 1.257
H 3.208 -0.166 1.323
H 2.700 -0.368 3.818
H 2.522 -2.110 3.552
H 0.295 -1.077 3.375
H 0.892 0.049 2.125
H -1.434 -3.102 1.698
H -0.581 -0.049 0.044
H -1.212 1.816 -1.300
H -2.941 3.256 -2.348
H -6.004 0.711 -0.819
H -4.268 -0.739 0.240
*
```

---

No. 10
One molecule with the formula C3H5NOS2 in a non-equilibrium geometry. Source: the Open Molecules 2025 dataset; level of theory: the ωB97M-V functional and the def2-TZVPD basis.

Output
relative energy (zero: lowest compared OMol25 entry of this formula, charge and spin): 1.385 eV
electronic energy: -1043.63834 hartree
SMILES: N#CCCSSO
Kohn-Sham gap: 9.29 eV

```
! RIJCOSX wB97M-V def2-TZVPD def2/J DEFGRID3
* xyz 0 1
N 0.531 2.551 0.488
C 0.498 1.423 0.264
C 0.680 0.043 -0.059
C -0.324 -0.625 -0.912
S -1.587 -1.191 0.158
S -2.777 0.342 0.448
O -3.498 0.505 -1.081
H 1.659 0.149 -0.582
H 0.919 -0.507 0.875
H -0.830 0.048 -1.648
H 0.173 -1.450 -1.483
H -2.823 0.803 -1.701
*
```

---

No. 11
C38H46F2N3P2RuS as an isolated structure in a non-equilibrium geometry. Source: the Open Molecules 2025 dataset; level of theory: the ωB97M-V functional and the def2-TZVPD basis.

Output
relative energy (zero: lowest compared OMol25 entry of this formula, charge and spin): 0.000 eV
electronic energy: -3015.30771 hartree
Kohn-Sham gap (alpha / beta): 5.56 / 5.56 eV

```
! RIJCOSX wB97M-V def2-TZVPD def2/J DEFGRID3
* xyz 1 1
Ru -0.572 -0.016 -0.384
C -0.771 4.775 -1.571
C -0.647 3.255 -1.702
C 0.516 2.934 -2.648
P -0.501 2.317 -0.098
C -1.440 3.334 1.098
C -1.115 3.092 2.569
C -2.930 3.158 0.789
C 1.278 2.483 0.208
C 1.927 3.681 0.450
C 3.295 3.832 0.220
C 3.991 5.130 0.501
C 3.984 2.751 -0.327
C 3.370 1.525 -0.511
C 2.027 1.354 -0.163
N 1.368 0.096 -0.248
C 2.110 -1.058 0.092
C 3.294 -1.018 0.845
C 3.945 -2.183 1.197
C 3.451 -3.429 0.831
C 4.151 -4.693 1.231
C 2.244 -3.466 0.133
C 1.560 -2.317 -0.218
P -0.099 -2.270 -0.958
C -1.123 -3.650 -0.309
C -1.011 -3.687 1.222
C -0.916 -5.040 -0.914
C 0.223 -2.687 -2.723
C 1.175 -1.682 -3.370
C -1.054 -2.863 -3.549
H -0.846 5.199 -2.573
H 0.113 5.212 -1.100
H -1.656 5.093 -1.022
H -1.572 2.877 -2.142
H 1.436 3.408 -2.300
H 0.288 3.340 -3.634
H 0.694 1.866 -2.758
H -1.151 4.362 0.871
H -1.476 2.127 2.913
H -1.606 3.863 3.166
H -0.043 3.148 2.765
H -3.246 2.136 1.005
H -3.171 3.374 -0.255
H -3.517 3.831 1.415
H 1.351 4.538 0.781
H 3.278 5.941 0.642
H 4.665 5.397 -0.313
H 4.590 5.048 1.410
H 5.023 2.867 -0.608
H 3.931 0.708 -0.941
H 3.691 -0.083 1.207
H 4.851 -2.119 1.787
H 5.228 -4.544 1.292
H 3.949 -5.498 0.526
H 3.806 -5.018 2.215
H 1.828 -4.431 -0.121
H -2.136 -3.318 -0.567
H -0.129 -4.250 1.531
H -1.885 -4.173 1.656
H -0.931 -2.689 1.651
H 0.107 -5.395 -0.815
H -1.185 -5.084 -1.968
H -1.555 -5.748 -0.382
H 0.728 -3.659 -2.662
H 0.721 -0.692 -3.408
H 1.385 -1.988 -4.397
H 2.128 -1.621 -2.843
H -1.577 -1.918 -3.691
H -1.746 -3.580 -3.107
H -0.781 -3.239 -4.536
F 1.330 0.151 4.725
C 0.266 -0.020 3.930
C 0.451 0.037 2.560
C -0.625 -0.137 1.703
C -1.906 -0.357 2.263
C -2.030 -0.398 3.649
F -3.232 -0.607 4.214
C -0.966 -0.234 4.513
C -3.020 -0.579 1.315
C -4.336 -0.887 1.648
C -5.250 -1.158 0.647
C -4.833 -1.139 -0.675
C -3.522 -0.808 -0.944
N -2.639 -0.505 0.017
H 1.461 0.228 2.221
H -1.101 -0.274 5.583
H -4.639 -0.923 2.680
H -6.275 -1.393 0.901
H -5.503 -1.360 -1.492
H -3.168 -0.776 -1.962
S -2.792 1.167 -4.389
C -1.841 0.690 -3.184
N -1.139 0.338 -2.305
*
```

---

No. 12
A 2-piece molecular cluster, C2H2N2 overall in a non-equilibrium geometry. Source: the Open Molecules 2025 dataset; level of theory: the ωB97M-V functional and the def2-TZVPD basis.

Output
relative energy (zero: lowest compared OMol25 entry of this formula, charge and spin): 7.581 eV
electronic energy: -186.59853 hartree
Kohn-Sham gap (alpha / beta): 8.96 / 8.63 eV

```
! RIJCOSX wB97M-V def2-TZVPD def2/J DEFGRID3
* xyz 0 1
C 0.269 0.541 -0.201
C -0.226 -0.898 -0.044
N -0.947 1.002 -0.038
N -1.433 -0.532 -0.067
H 2.225 1.739 0.300
H 0.113 -1.852 0.050
*
```

---

No. 13
One molecule with the formula CBr2N2O in a non-equilibrium geometry. Source: the Open Molecules 2025 dataset; level of theory: the ωB97M-V functional and the def2-TZVPD basis.

Output
relative energy (zero: lowest compared OMol25 entry of this formula, charge and spin): 1.522 eV
electronic energy: -5370.71561 hartree
SMILES: O=NN=C(Br)Br
Kohn-Sham gap (alpha / beta): 7.77 / 7.78 eV

```
! RIJCOSX wB97M-V def2-TZVPD def2/J DEFGRID3
* xyz 0 1
O -2.405 1.039 0.070
N -1.401 0.522 -0.349
N -0.525 -0.222 0.139
C 0.732 -0.523 0.141
Br 1.998 1.226 -0.033
Br 1.601 -2.042 0.031
*
```